This record from the Open Molecules 2025 dataset describes a 2-piece molecular cluster, C52H54N2O3 overall in a non-equilibrium geometry. The level of theory is the ωB97M-V functional and the def2-TZVPD basis.

The geometry in XYZ format:
```
111
Properties=species:S:1:pos:R:3:forces:R:3:lowdin_charge:R:1
C 1.8081 -5.9386 1.5657 0.364 -0.101 0.354 -0.193
C 6.6027 1.1899 0.9254 -0.299 -0.071 0.237 -0.001
H 7.0630 5.6271 -2.9464 -0.148 -0.384 0.263 0.105
H 1.4651 -7.5138 2.9723 -0.317 0.084 -0.004 0.102
C 3.4495 1.1117 -0.4707 -0.106 0.247 0.338 -0.181
H -5.1192 4.9021 -7.4224 0.022 -0.126 0.281 0.102
C -5.2529 3.1802 -1.7505 -0.436 0.230 0.187 -0.230
H 8.3320 0.5188 2.0061 -0.231 0.186 0.118 0.107
H -0.7548 2.0277 3.5924 -0.037 0.121 0.116 0.073
H 0.4462 -3.8945 2.9589 -0.066 -0.274 0.369 0.069
C -4.4350 3.1565 -4.0231 -0.394 0.375 -0.383 -0.223
H -2.7717 3.0593 -0.6697 0.021 -0.171 -0.061 0.118
H 0.5245 1.1817 -2.2396 0.200 0.126 0.226 0.123
C -2.6075 2.0854 -1.1247 -0.107 -0.030 0.122 0.010
C 0.9032 -5.7011 3.9700 -0.167 -0.100 -0.042 -0.211
C -7.1412 4.1950 0.0434 0.190 -0.079 -0.028 -0.091
H -3.3686 5.8148 -5.8734 -0.224 -0.365 -0.038 0.105
H -0.4979 -1.9062 -0.5767 0.159 0.525 -0.277 0.055
H -6.4167 1.3648 -1.7391 0.083 0.339 0.256 0.121
C -2.5371 -2.9645 1.9091 -0.735 -0.203 0.027 -0.152
H -1.6492 -5.3983 2.9490 0.023 0.177 0.149 0.098
H -0.0356 -6.8287 2.3454 0.189 0.180 0.087 0.102
C -3.1456 0.4811 -2.8508 -0.105 -0.184 0.233 0.009
H 5.0646 2.0609 4.3912 0.155 -0.158 -0.224 0.106
H -3.1932 -3.7147 1.4497 0.126 0.229 0.134 0.112
C -0.3144 -2.0239 1.7307 0.445 -1.209 -0.376 -0.521
H 4.0031 -0.5197 0.8543 -0.166 0.076 -0.317 0.128
C -1.6496 1.2300 -0.6211 0.225 -0.431 -0.292 -0.011
C 5.6772 2.5879 -2.2067 0.186 0.299 0.117 -0.019
N 4.5486 1.8923 -0.1632 -0.959 -0.452 -0.293 -0.004
C -3.3631 1.7332 -2.2512 0.422 0.091 0.169 -0.197
H 0.2733 -3.7640 4.6919 -0.054 -0.153 -0.138 0.120
H 0.2444 -6.4772 0.1345 0.190 0.206 0.083 0.100
C -1.3088 -2.8427 1.0452 0.891 0.012 1.115 -0.101
H -4.3732 5.1523 -1.7215 -0.214 -0.256 0.266 0.113
C 0.0709 -4.4297 3.8359 0.191 0.409 -0.508 -0.216
H -2.9182 4.6431 -3.7005 -0.230 -0.081 -0.335 0.116
H -0.0283 -3.2997 -1.5813 0.006 0.032 -0.037 0.095
H 2.0210 -4.8846 1.7955 -0.187 -0.191 -0.004 0.096
C -1.4317 -4.6273 3.7004 -0.311 -0.329 0.216 -0.192
O -0.9020 -0.9358 2.2639 0.633 1.439 0.445 -0.060
H 0.5327 -6.3183 4.7939 -0.016 0.000 0.088 0.103
C 2.4652 1.5350 -1.3962 -0.139 0.006 -0.354 0.006
H 7.3587 1.0692 4.2427 -0.182 0.102 -0.263 0.105
C -7.2756 2.8966 -0.4545 0.229 -0.043 0.024 -0.077
C 5.4873 1.7833 3.4251 -0.034 -0.236 -0.159 -0.071
H 2.6357 2.4451 -1.9736 -0.042 -0.322 0.057 0.117
H -3.6657 0.2268 -3.7693 -0.118 -0.031 0.195 0.115
H -3.2816 -3.5957 3.8102 0.118 0.255 -0.067 0.104
C -4.9300 4.4136 -6.4655 -0.051 -0.033 0.202 -0.089
H -3.0789 -2.0076 1.9186 0.047 -0.184 0.067 0.112
H 3.6921 2.3271 2.3088 0.367 -0.148 0.045 0.126
C 1.2555 -6.0513 0.1419 0.251 -0.114 -0.204 -0.191
H -6.0710 1.8499 -4.4935 0.176 0.329 -0.227 0.118
C -1.4688 -0.0653 -1.1649 -0.740 1.103 0.175 -0.202
H 5.6161 1.5585 -2.5647 0.025 0.292 0.065 0.125
C 3.2462 -0.1222 0.1769 0.013 -0.028 -0.038 0.013
C -2.2879 -3.3768 3.3911 -0.232 -0.089 0.066 -0.167
H -1.7756 -5.0180 4.6752 -0.076 0.000 -0.299 0.110
H 7.0293 1.0191 -0.0668 -0.136 -0.018 0.367 0.123
H 5.9479 6.2084 -0.7847 0.040 -0.356 -0.159 0.107
H -0.9682 0.5951 4.6201 -0.211 0.185 0.097 0.078
N -4.3289 2.6471 -2.6992 0.059 -0.172 0.039 -0.038
C -1.0220 0.9737 3.5995 0.124 0.102 0.524 -0.069
C -5.1569 4.5077 -1.3124 -0.211 -0.233 0.110 -0.016
C -5.4643 2.6885 -4.8502 0.326 0.172 -0.142 -0.012
C 2.0804 -0.8287 -0.0086 -0.068 -0.352 0.026 0.008
C 0.9661 -0.3004 -0.7236 0.267 0.424 0.292 -0.173
H -5.9679 6.0115 -0.0027 -0.099 -0.225 -0.101 0.103
C 4.7164 1.9440 2.2725 0.326 0.021 -0.137 -0.016
H 2.7859 -6.4473 1.5666 -0.137 0.316 0.133 0.106
C 5.0580 2.9232 -0.9974 0.812 0.482 -0.033 -0.235
H 0.7751 -0.2371 3.3354 -0.186 0.175 -0.289 0.127
C 1.2768 -4.7143 -0.6274 0.398 -0.273 -0.269 -0.188
C -3.9378 4.9178 -5.6136 0.034 -0.346 0.118 -0.078
H 1.8910 -6.7584 -0.4117 -0.235 0.092 0.086 0.104
H 6.9778 3.2674 -3.7868 -0.220 0.131 0.226 0.106
C -3.6750 4.2745 -4.4001 -0.230 -0.213 -0.119 -0.018
C -1.0279 -4.0392 0.2549 -0.074 -1.065 0.603 -0.339
H 0.3036 0.7315 1.8921 0.039 -0.180 0.137 0.101
H 1.9168 -5.3841 4.2383 0.056 -0.184 0.011 0.108
C 6.7783 1.2497 3.3363 -0.044 0.026 -0.111 -0.082
C 7.3323 0.9460 2.0878 -0.159 0.134 0.009 -0.071
C -2.3196 -0.4536 -2.2383 0.854 0.007 0.386 0.015
C -6.0808 4.9963 -0.3820 0.106 -0.125 -0.260 -0.078
C 6.5156 4.8585 -2.3895 -0.098 -0.062 0.124 -0.085
H -1.0024 1.5343 0.2026 -0.251 -0.015 -0.187 0.117
H -0.6076 -4.9751 -1.5644 0.017 0.317 0.102 0.127
C 5.2844 1.6478 1.0289 0.548 0.056 0.427 -0.250
C 1.2743 0.8464 -1.5240 -0.209 0.434 0.553 -0.001
H -8.1243 2.2812 -0.1624 0.180 0.130 0.009 0.104
C -6.3188 2.3737 -1.3259 -0.017 0.377 -0.052 -0.006
H 1.8625 -3.9475 -0.1003 -0.155 -0.270 0.000 0.093
O -1.6353 -5.0828 0.5510 0.031 0.438 -0.458 0.013
H -2.0468 0.8485 3.2489 0.106 0.114 -0.114 0.084
O 0.8731 -2.2941 1.9522 -0.615 0.821 -0.596 0.006
C -0.0679 0.1728 2.7617 -0.491 -1.327 -0.523 -0.189
C 5.8873 5.1917 -1.1813 -0.045 -0.187 -0.198 -0.074
H 2.0037 -1.7950 0.4658 -0.107 0.157 0.016 0.086
H -6.4969 2.9228 -6.7258 0.316 0.220 0.154 0.105
C -0.1127 -4.1971 -0.9649 -0.377 0.143 0.083 -0.122
H -2.2398 -1.4788 -2.6123 -0.024 0.414 -0.075 0.126
H 1.7901 -4.9011 -1.5788 -0.041 0.270 0.041 0.106
H 4.7549 4.4351 0.5099 0.100 -0.034 -0.321 0.121
H -1.9034 -2.5043 3.9375 0.010 -0.189 0.004 0.102
C -5.7001 3.3065 -6.0828 0.212 -0.008 0.187 -0.076
C 5.1857 4.2181 -0.4698 -0.046 -0.194 -0.327 -0.005
H -7.8530 4.5805 0.7728 0.120 -0.092 -0.245 0.103
C 0.9720 -6.5683 2.7006 0.193 -0.146 0.058 -0.196
C 6.4409 3.5476 -2.8787 -0.364 0.162 0.027 -0.075
C -0.3578 -0.8402 -0.6699 0.750 -0.951 -2.158 0.078
```
Forces are in eV/Å.

Summary:
- spin multiplicity = 1
- net charge = 0
- orbital gap (eV) = 4.53